Record 1
{"formula": "C20H36As3O3Pb", "method": "wB97M-V/def2-TZVPD", "elements": ["Pb", "C", "As", "C", "C", "C", "C", "C", "As", "C", "C", "C", "As", "C", "C", "H", "H", "H", "H", "H", "H", "H", "H", "H", "H", "H", "H", "H", "H", "H", "H", "H", "H", "H", "H", "H", "H", "H", "H", "H", "H", "H", "C", "O", "C", "C", "C", "C", "C", "C", "O", "C", "O", "C", "H", "H", "H", "H", "H", "H", "H", "H", "H"], "positions_angstrom": [[-0.1675, -1.2292, 1.1815], [0.4829, 0.6904, -2.8238], [1.1096, 0.2982, -1.0269], [2.7164, -0.7059, -1.4587], [1.9775, 1.9707, -0.4336], [1.2121, 3.1894, 0.1220], [2.2715, 4.2306, 0.5212], [0.4238, 2.8718, 1.4140], [-1.2072, 1.7567, 1.4205], [-1.6263, 1.9742, 3.3053], [-2.5895, 2.8890, 0.6518], [0.2263, 3.8062, -0.8951], [0.9438, 4.8614, -2.3834], [2.5687, 4.2917, -3.2386], [1.1374, 6.6990, -1.8700], [1.3492, 0.9809, -3.4168], [-0.2732, 1.4707, -2.8414], [0.0521, -0.2136, -3.2489], [3.4364, -0.0633, -1.9633], [2.4442, -1.5244, -2.1237], [3.1738, -1.1181, -0.5604], [2.5736, 2.2673, -1.3002], [2.6945, 1.6451, 0.3242], [2.8845, 3.8632, 1.3442], [1.7997, 5.1580, 0.8528], [2.9504, 4.4567, -0.3051], [0.1362, 3.8081, 1.8981], [1.1077, 2.3700, 2.1056], [-1.7857, 3.0272, 3.5323], [-0.8133, 1.5952, 3.9231], [-2.5346, 1.4204, 3.5356], [-2.4497, 3.9228, 0.9673], [-3.5436, 2.5344, 1.0379], [-2.6128, 2.8209, -0.4330], [-0.4061, 4.5502, -0.4058], [-0.4343, 3.0586, -1.3325], [2.5398, 3.2370, -3.4942], [3.3980, 4.5171, -2.5669], [2.6698, 4.8828, -4.1488], [0.2714, 7.0221, -1.2973], [1.2382, 7.3137, -2.7635], [2.0487, 6.7694, -1.2717], [-5.1540, -6.2600, -0.2000], [-4.0393, -6.8817, 0.4728], [-2.9542, -6.1822, 0.6902], [-1.9072, -6.9236, 1.3476], [-0.6730, -6.3296, 1.6060], [-0.4240, -5.0174, 1.2868], [0.9401, -4.4787, 1.5284], [2.0780, -5.4279, 1.7437], [1.1658, -3.2673, 1.5512], [-1.5246, -4.2263, 0.6841], [-1.4272, -2.9840, 0.4324], [-2.7510, -4.8677, 0.3667], [-5.9028, -7.0345, -0.3033], [-4.8454, -5.9011, -1.1806], [-5.5424, -5.4419, 0.4047], [-2.1025, -7.9545, 1.6140], [0.0949, -6.9322, 2.0700], [2.0681, -6.2471, 1.0254], [2.0067, -5.8619, 2.7457], [3.0147, -4.8822, 1.6809], [-3.5152, -4.2651, -0.0999]], "forces_ev_per_angstrom": [[-0.053, -0.188, 0.415], [-0.064, -0.045, 0.058], [0.163, -0.066, -0.056], [0.004, -0.005, 0.001], [-0.165, 0.023, 0.037], [-0.024, -0.016, 0.082], [-0.042, 0.030, -0.032], [0.040, -0.076, -0.075], [-0.078, -0.023, -0.113], [0.014, 0.007, 0.023], [0.025, 0.022, 0.004], [0.119, -0.012, -0.111], [0.012, 0.049, 0.097], [-0.041, 0.023, -0.072], [0.005, 0.049, -0.058], [-0.014, 0.024, -0.052], [-0.030, -0.011, 0.012], [0.009, -0.011, -0.033], [0.007, 0.007, -0.022], [0.005, -0.015, 0.003], [-0.011, 0.029, 0.010], [0.047, 0.017, 0.001], [0.020, 0.017, 0.012], [0.001, -0.003, -0.011], [0.016, -0.006, 0.002], [0.012, 0.006, 0.012], [0.018, 0.037, -0.011], [0.002, 0.033, 0.035], [0.007, 0.015, 0.011], [-0.004, -0.009, 0.000], [-0.009, 0.003, 0.005], [-0.022, 0.001, 0.001], [-0.026, 0.002, -0.013], [-0.018, 0.015, -0.003], [-0.031, -0.039, 0.061], [-0.014, -0.005, -0.002], [-0.013, -0.011, 0.014], [0.045, -0.036, -0.022], [0.033, -0.003, 0.004], [-0.001, -0.020, 0.015], [0.012, -0.023, -0.001], [-0.022, 0.044, 0.018], [0.020, 0.015, 0.023], [-0.052, 0.007, -0.044], [0.053, -0.145, 0.066], [-0.016, 0.004, -0.009], [-0.066, -0.166, 0.016], [-0.028, 0.145, -0.126], [0.049, -0.036, -0.052], [-0.060, -0.002, 0.062], [-0.014, 0.063, -0.128], [-0.100, -0.119, 0.096], [0.170, 0.254, -0.157], [0.117, 0.163, 0.026], [-0.006, -0.048, 0.011], [0.031, -0.023, -0.029], [0.000, 0.012, 0.042], [-0.007, 0.007, -0.009], [-0.022, -0.019, -0.015], [-0.003, 0.018, 0.003], [-0.004, -0.005, -0.013], [-0.012, 0.019, -0.005], [0.018, 0.024, -0.003]], "nbo_charge": [1.3980, -0.9258, 0.8461, -0.9363, -0.7091, -0.0515, -0.6200, -0.7174, 0.8086, -0.9309, -0.9327, -0.7319, 1.4323, -0.9663, -0.9618, 0.2393, 0.2339, 0.2687, 0.2480, 0.2584, 0.2507, 0.2295, 0.2542, 0.2493, 0.2292, 0.2034, 0.2440, 0.2419, 0.2493, 0.2437, 0.2556, 0.2373, 0.2659, 0.2326, 0.2627, 0.2481, 0.2573, 0.2725, 0.2915, 0.2748, 0.2896, 0.2753, -0.2683, -0.4108, 0.3743, -0.0302, -0.1550, -0.1629, 0.6290, -0.7272, -0.6565, 0.5012, -0.7508, -0.3631, 0.2423, 0.2001, 0.2008, 0.2632, 0.2541, 0.2598, 0.2730, 0.2662, 0.2528], "multiplicity": 1, "gap_ev": [6.23, 6.19], "e_above_lowest_kcal_mol": 7.1, "homo_ev": [-16.7, -16.7], "energy_ev": -215202.345, "charge": 3}


Record 2
{"formula": "C20H36B2Cl2F3NO10P", "method": "wB97M-V/def2-TZVPD", "elements": ["C", "C", "C", "N", "B", "C", "Cl", "C", "C", "Cl", "O", "C", "C", "C", "C", "C", "C", "C", "C", "O", "C", "O", "C", "O", "B", "O", "O", "P", "O", "O", "H", "H", "H", "H", "H", "H", "H", "H", "H", "H", "H", "H", "H", "H", "H", "H", "H", "H", "H", "H", "H", "H", "H", "H", "H", "H", "H", "H", "H", "H", "H", "C", "C", "O", "C", "O", "C", "F", "F", "F", "H", "H", "H", "H", "H"], "positions_angstrom": [[3.5374, 0.2522, 2.1826], [3.3123, -1.1374, 1.5803], [3.9609, -1.2823, 0.1926], [2.9938, -1.4128, -0.8946], [2.4204, -0.0860, -1.3537], [3.5631, 1.0533, -1.7622], [3.6159, 2.4805, -0.7226], [4.4402, 0.9965, -2.7698], [5.4552, 2.0178, -3.1747], [4.4710, -0.4120, -3.8088], [1.4401, 0.4517, -0.3833], [0.1161, 0.2664, -0.8191], [-0.7014, -0.8028, -0.1342], [-0.2031, -2.2561, -0.2824], [0.1774, -2.9287, 1.0357], [-0.5315, 1.6485, -0.5443], [-0.7269, 1.9198, 0.9541], [-1.0922, 3.3849, 1.1872], [-2.4455, 3.7953, 0.6214], [-2.4765, 4.1321, -0.7819], [-1.7679, 5.2044, -1.1507], [-1.8878, 5.7199, -2.2637], [0.2574, 0.1424, -2.3901], [-0.1236, 1.3134, -3.0923], [0.8172, 1.8136, -3.9655], [1.6289, 2.8145, -3.5036], [0.9153, 1.3958, -5.2931], [-0.6887, -1.2208, -3.2502], [-2.1118, -1.4260, -2.8649], [1.5597, -0.2397, -2.5873], [2.8226, 0.9488, 1.7550], [4.5317, 0.6369, 1.9760], [3.3504, 0.2518, 3.2554], [3.6480, -1.9031, 2.2734], [2.2439, -1.2283, 1.4403], [4.6747, -0.4590, 0.0622], [4.5618, -2.1925, 0.2012], [3.4813, -1.8411, -1.6727], [6.4153, 1.5336, -3.3266], [5.1614, 2.4303, -4.1400], [5.5293, 2.8040, -2.4408], [-1.7119, -0.7456, -0.5232], [-0.7829, -0.6107, 0.9278], [-1.0339, -2.8277, -0.6948], [0.5919, -2.3374, -1.0100], [0.5173, -2.2348, 1.7938], [0.8973, -3.7240, 0.8724], [-0.7075, -3.4150, 1.4442], [-1.5095, 1.7287, -1.0132], [0.1361, 2.4228, -0.8988], [0.2281, 1.7412, 1.4418], [-1.5274, 1.3128, 1.3640], [-0.2874, 4.0352, 0.8575], [-1.1662, 3.5458, 2.2650], [-3.1065, 2.9424, 0.7161], [-2.8569, 4.6288, 1.1842], [-1.0726, 5.6279, -0.4148], [2.3108, 3.0250, -4.1412], [0.8551, 2.1668, -5.8573], [0.0871, -2.3759, -3.0431], [-0.5118, -0.9026, -4.6134], [-4.9146, -3.9375, 5.4303], [-5.3761, -4.1980, 4.0125], [-5.3361, -3.0003, 3.2199], [-4.1412, -2.6653, 2.7466], [-3.1215, -3.2547, 2.9193], [-4.2650, -1.3960, 1.8890], [-5.0113, -0.4708, 2.5068], [-4.8535, -1.6849, 0.7291], [-3.0783, -0.8742, 1.6427], [-5.5004, -3.1347, 5.8791], [-5.0273, -4.8375, 6.0342], [-3.8684, -3.6360, 5.4525], [-6.4166, -4.5158, 4.0020], [-4.7847, -4.9778, 3.5343]], "forces_ev_per_angstrom": [[-0.356, -0.118, 0.126], [-0.050, 0.878, -0.214], [0.010, -0.698, 0.298], [0.353, 0.337, -0.272], [-0.907, 0.319, 0.024], [0.212, -0.399, -0.002], [0.112, 0.022, -0.190], [-0.173, 0.508, 0.837], [-0.269, -0.437, -0.330], [-0.085, -0.128, -0.083], [0.487, -0.777, 0.113], [-0.283, 2.546, -0.454], [0.368, -0.988, -0.134], [-0.518, -0.038, -0.014], [-0.540, -0.302, -0.207], [-0.647, -0.517, 1.014], [0.271, 0.709, -0.787], [-0.143, -0.216, 0.364], [0.474, -0.098, 0.053], [0.363, 0.473, -0.051], [-0.584, 0.953, -2.532], [0.244, -1.204, 2.331], [-0.054, -1.787, 0.603], [0.367, -0.081, -0.136], [0.378, 0.056, 0.204], [-0.283, 0.154, 0.007], [-0.547, -0.015, 0.267], [-0.578, 0.054, 0.571], [-0.224, 0.002, -0.212], [0.359, 0.116, -0.779], [0.002, 0.153, -0.235], [0.228, 0.025, 0.134], [0.154, -0.003, 0.207], [0.116, -0.230, 0.020], [-0.147, -0.326, 0.029], [0.030, 0.166, -0.170], [0.147, -0.106, -0.030], [-0.066, -0.071, -0.095], [0.237, 0.017, 0.068], [0.052, 0.220, -0.122], [0.049, 0.208, 0.154], [-0.177, 0.146, -0.182], [0.247, 0.329, 0.210], [-0.064, -0.121, -0.180], [0.454, 0.160, 0.138], [0.331, 0.102, 0.034], [0.368, 0.033, 0.094], [-0.142, 0.010, 0.197], [-0.011, 0.061, -0.400], [0.080, 0.064, -0.467], [-0.018, -0.333, 0.319], [0.042, -0.267, 0.253], [0.119, 0.136, -0.212], [-0.026, 0.075, 0.147], [-0.320, -0.031, -0.068], [-0.144, 0.173, 0.026], [-0.101, -0.194, 0.205], [0.254, 0.109, -0.050], [0.259, 0.052, -0.365], [0.183, 0.126, -0.225], [0.250, 0.006, 0.065], [0.120, 0.217, -0.014], [-0.107, -0.370, 0.286], [-0.123, 0.053, -0.080], [-0.229, -0.112, 0.091], [0.314, -0.059, -0.004], [0.000, 0.212, -0.119], [-0.090, 0.098, 0.150], [-0.114, -0.135, -0.158], [0.100, -0.010, 0.104], [-0.074, -0.060, 0.016], [-0.026, -0.017, -0.014], [0.025, -0.076, -0.032], [-0.047, 0.136, -0.086], [0.112, 0.106, -0.053]], "lowdin_charge": [-0.1188, -0.2246, -0.2361, 0.0797, -0.9358, -0.4901, 0.6896, -0.7498, -0.1519, 0.6910, 0.0293, -0.3634, -0.1270, -0.2342, -0.0945, -0.0900, -0.1737, -0.1855, -0.1683, -0.0200, -0.3267, 0.0386, -0.4881, 0.1176, -0.8271, 0.2011, 0.1625, 0.8326, -0.4439, 0.0012, 0.0396, 0.0589, 0.0572, 0.0937, 0.0679, 0.0960, 0.1027, 0.0678, 0.0620, 0.0687, 0.0343, 0.1024, 0.0927, 0.0950, 0.0635, 0.0555, 0.0695, 0.0507, 0.1292, 0.1273, 0.1173, 0.0962, 0.1054, 0.1114, 0.1247, 0.1155, 0.1405, 0.1016, 0.0935, 0.0274, 0.0301, -0.0624, -0.2025, 0.0304, -0.3949, 0.1774, -0.5548, 0.1614, 0.1837, 0.1822, 0.0818, 0.0798, 0.0777, 0.1227, 0.1255], "multiplicity": 1, "gap_ev": 7.26, "homo_ev": -5.0, "energy_ev": -87136.336, "charge": -1}


Record 3
{"formula": "C20H36CdCl2N2O6P", "method": "wB97M-V/def2-TZVPD", "elements": ["O", "C", "C", "C", "H", "C", "H", "C", "H", "C", "H", "C", "H", "H", "C", "C", "H", "H", "H", "C", "C", "H", "H", "H", "H", "Cd", "Cl", "Cl", "H", "H", "C", "C", "N", "H", "C", "O", "H", "H", "H", "H", "H", "H", "C", "C", "N", "H", "C", "O", "H", "H", "H", "H", "C", "O", "P", "O", "C", "O", "C", "H", "H", "H", "H", "H", "H", "H", "H", "H"], "positions_angstrom": [[0.1206, -0.7649, -3.7071], [-0.8982, 0.0790, -3.7337], [-0.4331, 1.4713, -4.2017], [0.1777, 2.3305, -3.2992], [0.2845, 2.0156, -2.2523], [0.5843, 3.6051, -3.7064], [1.0397, 4.2664, -2.9691], [0.3758, 4.0061, -5.0304], [0.6645, 5.0112, -5.3415], [-0.2005, 3.1178, -5.9483], [-0.3495, 3.4138, -6.9869], [-0.5946, 1.8423, -5.5360], [-1.0490, 1.1240, -6.2237], [-1.5792, -0.2559, -4.5546], [-2.6648, -1.2153, -2.3365], [-1.9235, 0.0689, -2.4731], [-3.6874, -1.1298, -2.7421], [-2.7650, -1.5251, -1.2854], [-2.1591, -2.0100, -2.8983], [-2.3193, 1.2045, -1.8811], [-3.5749, 1.3716, -1.0819], [-1.7572, 2.1218, -2.0159], [-4.3957, 1.7516, -1.7144], [-3.4183, 2.1101, -0.2839], [-3.9087, 0.4367, -0.6065], [-1.3210, 0.2555, 0.9726], [0.2555, 1.8927, 0.2280], [-3.3590, 0.0876, 2.2358], [4.3660, 1.4622, -2.6778], [4.5827, 0.6243, -0.0593], [3.2771, 1.4313, -2.5108], [3.5149, 0.8911, -0.0943], [2.9566, 0.5649, -1.3903], [2.7797, 1.0441, -3.4072], [2.3345, -0.6157, -1.5719], [2.1307, -1.4455, -0.6695], [2.9696, 0.3515, 0.6855], [1.9901, -0.7889, -2.6075], [2.9246, 2.4517, -2.3117], [3.4220, 1.9698, 0.0670], [0.2297, -5.2880, 0.6082], [1.5128, -4.9586, -1.3928], [-0.5688, -4.6667, 0.1762], [0.9149, -4.1149, -1.7582], [0.0311, -3.6569, -0.6876], [-1.1394, -4.1653, 0.9639], [-0.2828, -2.3747, -0.5689], [-0.8688, -1.8865, 0.4464], [1.5680, -3.2797, -2.0319], [-0.0159, -1.7409, -1.4276], [-1.2304, -5.3218, -0.4096], [0.3386, -4.4406, -2.6374], [1.5493, -1.9828, 2.5976], [1.5385, -0.5586, 2.7682], [0.9045, 0.2332, 4.0641], [0.2366, -0.9647, 4.9389], [-1.1588, -1.3256, 5.0060], [-0.4432, 0.9032, 3.3027], [-0.9945, 2.1780, 3.7150], [2.0463, -2.1395, 1.6359], [0.5268, -2.3824, 2.5405], [2.1084, -2.4762, 3.4058], [-1.5537, -1.6563, 4.0342], [-1.1919, -2.1601, 5.7151], [-1.7737, -0.5006, 5.3925], [-0.7424, 2.4006, 4.7647], [-0.6064, 2.9650, 3.0516], [-2.0816, 2.0994, 3.5898]], "forces_ev_per_angstrom": [[1.208, -0.936, 1.052], [-0.791, 0.063, -0.071], [-0.576, -0.532, 0.534], [0.245, 0.535, 0.034], [0.118, 0.160, -0.580], [-0.196, -0.425, -0.082], [-0.091, 0.027, -0.246], [0.049, -0.066, 0.002], [-0.058, -0.243, 0.004], [0.094, -0.088, 0.152], [0.067, 0.035, 0.207], [0.089, 0.365, 0.261], [0.106, 0.289, 0.136], [-0.709, 0.220, 0.024], [-0.446, -0.536, 0.112], [0.796, 1.291, -1.656], [0.238, 0.001, 0.092], [-0.040, -0.023, -0.263], [0.038, 0.122, 0.147], [-0.008, -0.325, -0.007], [-0.177, -0.104, 0.516], [-0.146, -0.158, -0.220], [0.213, -0.126, 0.121], [-0.182, -0.121, -0.069], [-0.041, 0.319, -0.175], [0.260, 0.018, -0.239], [-0.009, 0.130, 0.273], [-0.114, -0.124, -0.037], [-0.196, -0.013, 0.027], [-0.145, 0.009, 0.045], [-0.040, -0.174, 0.052], [0.018, 0.119, 0.016], [0.150, -0.339, 0.065], [0.060, 0.177, 0.173], [0.014, -0.290, 0.111], [0.535, 0.633, -0.376], [0.118, 0.172, -0.182], [-0.163, 0.146, 0.172], [0.029, -0.234, -0.083], [-0.055, -0.160, 0.070], [-0.266, 0.148, 0.044], [-0.083, 0.241, 0.007], [0.345, 0.078, 0.045], [-0.330, 0.286, -0.275], [-0.320, -0.566, 0.171], [0.155, -0.175, -0.181], [-0.294, 1.340, 0.564], [0.335, -0.859, -0.929], [-0.151, -0.301, 0.017], [-0.055, -0.188, 0.119], [0.110, 0.187, 0.108], [0.155, 0.062, 0.210], [-0.076, -0.074, -0.191], [-0.547, 0.297, 0.753], [-0.314, 0.369, -0.814], [-0.346, 0.069, -0.055], [0.152, -0.248, -0.053], [0.563, -0.398, 0.522], [0.218, -0.184, -0.097], [-0.126, -0.069, 0.163], [0.303, 0.087, 0.055], [-0.174, 0.166, -0.153], [0.145, 0.251, 0.256], [-0.096, 0.170, -0.154], [0.239, -0.162, -0.238], [-0.061, -0.082, -0.345], [-0.049, -0.252, 0.223], [0.310, -0.005, 0.119]], "nbo_charge": [-0.9459, 0.1113, -0.0084, -0.1796, 0.2316, -0.2486, 0.1995, -0.2558, 0.1946, -0.2308, 0.1939, -0.2178, 0.2047, 0.0876, -0.6842, -0.0021, 0.2083, 0.2108, 0.2292, -0.2506, -0.6731, 0.2146, 0.2086, 0.2108, 0.2185, 1.6145, -0.8192, -0.8357, 0.1726, 0.1722, -0.4034, -0.4210, -0.4171, 0.2406, 0.5195, -0.7216, 0.2538, 0.1992, 0.2021, 0.2015, 0.1905, 0.1893, -0.4172, -0.4090, -0.4142, 0.2405, 0.5698, -0.8227, 0.2587, 0.2280, 0.1930, 0.1977, -0.2619, -0.8363, 1.6191, -0.8565, -0.2484, -0.8790, -0.2707, 0.2296, 0.1837, 0.1668, 0.2028, 0.1812, 0.1853, 0.1728, 0.2029, 0.2189], "multiplicity": 1, "gap_ev": 6.42, "e_above_lowest_kcal_mol": 0.0, "homo_ev": -3.8, "energy_ev": -75491.307, "charge": -1}


> Number 3 is which compound?

C20H36CdCl2N2O6P


> What is the formula in the third record?

C20H36CdCl2N2O6P